36
Properties=species:S:1:pos:R:3:forces:R:3 method="wB97M-V/def2-TZVPD" e_tot_ha=-1980.3834 lumo_energy_ev=0.48 relative_energy_kj_mol=0.0 spin_multiplicity=1 homo_ev=-8.64 max_force_ev_per_a=0.33
C 6.159 0.634 1.265 -0.0243 -0.0533 -0.0341
C 6.092 1.648 0.116 0.1337 -0.1190 0.0166
S 4.520 1.724 -0.779 0.0656 0.1832 -0.0774
C 3.627 2.969 0.203 -0.1265 -0.0714 0.0162
Si 2.373 2.327 1.428 0.0692 0.1159 0.2148
F 2.698 3.015 2.837 0.0207 0.0331 0.0471
O 2.480 0.719 1.684 -0.1212 0.1037 -0.2898
Si 1.913 -0.651 0.975 0.1758 -0.2308 0.0665
S -0.092 -0.481 0.290 -0.2652 0.0089 0.0334
H 6.663 1.053 2.136 0.0020 0.0062 0.0001
H 6.709 -0.259 0.967 -0.0492 -0.0099 -0.0136
H 5.161 0.315 1.566 0.0186 0.0732 0.0696
H 6.828 1.414 -0.654 0.0142 -0.0263 0.0418
H 6.330 2.653 0.463 -0.0849 0.0302 -0.0467
H 3.123 3.628 -0.508 -0.0081 -0.0015 0.0233
H 4.346 3.592 0.739 0.0561 -0.0015 -0.0526
H 1.002 2.729 1.077 -0.0103 -0.0893 -0.0302
H 2.788 -1.051 -0.136 -0.0045 0.0246 -0.0139
H 1.856 -1.683 2.020 -0.0012 0.0246 0.0312
H 0.143 -0.042 -0.954 0.1600 0.0335 0.0296
C -6.428 -2.061 -1.618 -0.0050 0.0028 -0.0074
O -5.415 -2.796 -0.959 0.0077 0.0443 0.0489
C -4.138 -2.681 -1.561 -0.0392 -0.0503 -0.0045
C -3.253 -1.681 -0.848 0.0315 0.0558 -0.0443
O -3.754 -0.359 -0.937 -0.0570 -0.0149 -0.0356
C -4.443 0.071 0.222 0.0143 0.0048 0.0133
H -7.288 -2.028 -0.951 -0.0083 -0.0160 -0.0113
H -6.106 -1.040 -1.839 -0.0105 0.0039 0.0142
H -6.724 -2.550 -2.552 0.0208 0.0071 -0.0100
H -4.236 -2.400 -2.616 -0.0028 -0.0006 0.0041
H -3.662 -3.665 -1.514 0.0088 0.0038 -0.0133
H -2.268 -1.689 -1.322 0.0080 -0.0589 0.0168
H -3.124 -1.972 0.200 0.0040 -0.0157 -0.0074
H -3.742 0.298 1.033 0.0036 -0.0236 0.0033
H -5.155 -0.682 0.569 -0.0132 0.0118 -0.0076
H -4.982 0.979 -0.041 0.0168 0.0115 0.0090


31
Properties=species:S:1:pos:R:3:forces:R:3 method="wB97M-V/def2-TZVPD" e_tot_ha=-443.3406 lumo_energy_ev="0.53 / 0.52" relative_energy_kj_mol=577.4 spin_multiplicity=1 homo_ev="-7.32 / -7.32" max_force_ev_per_a=2.84
C 2.227 0.517 -0.501 1.8349 -1.0721 1.4876
C 2.038 -0.657 2.182 0.7050 -0.2731 -0.3501
C 2.126 -0.831 -1.178 -0.2098 0.1732 0.1845
N 1.255 0.253 1.383 0.1964 0.7365 -1.4397
H 1.449 1.200 1.715 -0.0200 -0.0353 -0.1320
H 2.423 1.318 -1.222 -0.7200 0.2306 0.0799
H 3.104 0.593 0.139 0.1089 -0.3563 0.1566
H 3.112 -0.665 1.895 -0.1604 0.0111 0.1094
H 1.679 -1.682 2.042 -0.0274 0.0617 0.0756
H 2.012 -0.428 3.257 -0.1059 0.0588 -0.2257
H 1.229 -0.899 -1.792 -0.0511 -0.0080 -0.0344
H 2.092 -1.636 -0.445 0.0288 -0.0233 0.0052
H 2.993 -0.994 -1.824 -0.0094 0.0580 0.0293
C -1.634 1.174 1.034 0.2160 -0.2408 -0.2165
C -0.272 1.569 -0.961 2.3856 -0.9229 0.5606
C -3.079 -0.388 -1.305 0.1452 -0.0591 0.0475
C -1.259 -1.443 -0.087 -0.1357 0.1767 -0.1180
N -1.373 0.955 -0.376 -1.0298 -0.1772 0.0472
N -1.676 -0.319 -0.925 0.0551 0.2071 0.1721
H -3.242 -1.316 -1.853 -0.0330 -0.0168 0.0200
H -1.232 -2.339 -0.709 0.0155 -0.0282 0.0507
H -0.851 0.696 1.652 -0.2690 0.1063 0.0228
H -2.619 0.779 1.284 -0.0158 0.0095 0.0324
H -1.636 2.247 1.228 -0.0151 0.0048 0.0012
H -0.235 1.408 -2.035 -0.2193 0.2260 -0.1362
H 0.834 1.061 -0.606 -2.6066 1.0862 -0.2883
H -0.168 2.610 -0.659 -0.1299 0.1018 -0.1289
H -3.766 -0.373 -0.443 0.0381 0.0029 -0.0012
H -3.317 0.451 -1.958 0.0195 -0.0275 0.0298
H -1.943 -1.626 0.755 -0.0093 0.0095 -0.0068
H -0.270 -1.234 0.315 0.0185 -0.0198 -0.0344


49
Properties=species:S:1:pos:R:3:forces:R:3 method="wB97M-V/def2-TZVPD" e_tot_ha=-1715.2745 lumo_energy_ev=-0.06 relative_energy_kj_mol=88.3 spin_multiplicity=1 homo_ev=-10.94 max_force_ev_per_a=3.58
C -4.968 -1.701 0.496 0.6975 2.6715 0.4322
N -5.294 -0.857 1.712 -0.0547 -0.4808 0.0671
O -5.736 -1.495 2.652 0.1570 0.8393 0.0359
O -5.159 0.362 1.650 -0.0750 -1.2661 0.1054
H -5.193 -2.676 0.719 -0.0969 -2.2984 0.8331
H -3.916 -1.520 0.234 -0.6243 -0.0130 -0.2213
H -5.727 -1.367 -0.170 -0.0187 0.4662 -1.2404
C -2.467 1.786 1.912 -0.4755 -0.3395 0.2827
N -2.105 2.194 0.523 -1.4741 0.1509 -0.1475
O -3.056 2.387 -0.234 0.9108 -0.2267 0.4401
O -0.951 2.331 0.216 0.9183 -0.0317 -0.2706
H -1.708 2.023 2.654 0.1974 0.3651 -0.4345
H -2.538 0.674 1.939 -0.3731 0.9222 -0.2425
H -3.406 2.340 2.080 0.3686 -0.8445 0.2304
C 1.159 0.997 2.447 -0.4221 -0.0819 -0.3818
N 0.609 -0.245 3.080 -0.4684 0.7393 2.1594
O -0.484 -0.205 3.641 0.1106 0.6681 -1.0867
O 1.345 -1.175 3.227 1.1098 -1.1791 -0.7397
H 0.488 1.226 1.632 -0.2741 0.4073 -0.0126
H 2.129 0.783 2.013 0.1084 -0.1624 0.4173
H 1.187 1.791 3.210 -0.0697 -0.4536 -0.3833
C 0.574 -2.928 -0.552 -0.5932 0.3723 -0.5627
N -0.622 -2.473 0.252 0.5478 -0.0470 -1.4379
O -0.688 -1.299 0.513 0.0212 1.0075 0.5611
O -1.500 -3.271 0.447 -0.3416 -0.6379 0.3870
H 1.258 -2.081 -0.709 -0.1693 -0.6059 0.5660
H 0.170 -3.201 -1.537 -0.0108 0.0258 0.3619
H 0.934 -3.827 -0.074 0.4330 0.0388 0.1334
C -1.737 1.803 -3.726 -0.7261 -0.9714 -1.8291
N -1.245 0.347 -3.704 1.8189 -0.7726 0.2103
O -0.081 0.131 -3.331 -1.2596 0.9767 -0.2781
O -1.970 -0.570 -4.045 -0.3554 1.1043 0.0350
H -2.842 1.669 -3.825 1.0056 0.5548 0.2278
H -1.311 2.347 -4.641 -0.4890 -1.0800 1.3356
H -1.407 2.260 -2.815 0.0214 0.1806 0.4614
C 5.210 -1.942 0.085 -1.8623 -1.0266 0.7984
N 4.597 -1.353 -1.141 3.3824 0.9557 0.6897
O 5.458 -0.823 -1.833 -0.9907 -0.0154 -0.6043
O 3.423 -1.371 -1.328 -1.3998 -0.0944 -0.3940
H 5.715 -1.186 0.675 0.2182 0.1785 -0.4414
H 5.845 -2.762 -0.247 0.0760 0.2318 0.1557
H 4.351 -2.308 0.674 0.5725 -0.0910 -0.1607
C 2.845 2.094 -1.294 1.3190 -0.9939 -0.0699
N 3.337 2.274 0.111 -1.8632 1.0458 -1.3098
O 2.813 3.221 0.686 0.8591 -0.7155 0.6537
O 4.177 1.516 0.510 0.4863 -0.2700 0.8612
H 3.779 2.202 -1.857 -0.3763 0.4243 -0.2947
H 2.094 2.857 -1.472 0.0100 -0.4193 -0.1961
H 2.613 1.021 -1.456 -0.4857 0.7920 0.2976